Entry 1:
Molecular formula: C18H34O19S4Ti2
Method: DFT, ωB97M-V/def2-TZVPD

```
77
C18H34O19S4Ti2 | the OMol25 dataset | ωB97M-V/def2-TZVPD
Ti -1.2246 2.4167 0.0497
Ti 0.4683 -2.5966 -1.4059
S -0.4123 -0.2546 -0.2883
O -0.1377 -1.4207 0.5975
O 0.3167 0.8070 0.3195
O 0.1388 -0.5191 -1.6038
O -1.8080 0.2158 -0.3538
C 2.1826 -2.3753 2.3812
C 1.6109 -1.0662 2.8653
O 2.5676 -0.7563 3.8315
C 3.3990 -1.7378 4.1093
O 4.2175 -1.7626 5.0116
O 3.1402 -2.7311 3.3152
H 2.6988 -2.2363 1.4313
H 1.2951 -3.0019 2.2929
H 0.6488 -1.2197 3.3540
H 1.5071 -0.4361 1.9820
C -2.9476 0.1928 2.5536
C -1.6187 0.3844 3.2966
O -1.5501 -0.6852 4.1666
C -2.6996 -1.3118 4.1881
O -2.8385 -2.4313 4.6664
O -3.6169 -0.6574 3.5216
H -2.7514 -0.3393 1.6228
H -3.4933 1.1046 2.3107
H -1.6884 1.2465 3.9599
H -0.7211 0.4860 2.6866
C 1.1294 3.4693 2.7065
C 2.3518 2.6479 2.1173
O 3.2376 2.5836 3.2074
C 2.7992 3.2696 4.2371
O 3.3852 3.4004 5.2959
O 1.7465 4.0118 3.8712
H 0.2674 2.8026 2.6876
H 0.7809 4.2211 1.9983
H 2.9241 3.2312 1.3960
H 1.9663 1.6685 1.8340
C -3.3284 -0.7013 -2.7873
C -4.2883 -0.0720 -1.8820
O -5.4657 0.0420 -2.6993
C -5.1543 -0.1116 -3.9078
O -5.9554 0.0486 -4.7957
O -3.9632 -0.6266 -4.0291
H -3.3115 -1.7213 -2.4035
H -2.3476 -0.2433 -2.6594
H -3.9133 0.8840 -1.5166
H -4.4811 -0.7622 -1.0607
C 0.2647 2.7936 -2.9587
S 0.7761 4.2420 -1.9105
O 0.0207 4.2641 -0.5763
C 2.4249 3.6335 -1.4333
H 0.5440 1.8628 -2.4649
H 0.6825 2.8094 -3.9653
H -0.8243 2.7536 -2.9810
H 2.8854 4.4528 -0.8813
H 2.9785 3.4602 -2.3561
H 2.6060 2.6740 -0.9489
C 2.0673 -0.0632 -4.2812
S 3.6874 0.7228 -4.5435
O 4.0405 1.4556 -3.2665
C 4.7371 -0.8000 -4.7090
H 1.7308 -0.5915 -5.1733
H 1.2519 0.6452 -4.1351
H 2.0509 -0.6977 -3.3950
H 5.7811 -0.7303 -5.0143
H 4.1491 -1.2930 -5.4831
H 4.7134 -1.3393 -3.7620
C -3.3526 -3.0143 0.2563
S -2.3187 -4.1535 -0.8254
O -1.5297 -3.2730 -1.8043
C -1.1103 -4.6335 0.4995
H -3.5485 -3.3941 1.2590
H -4.3637 -2.8147 -0.0987
H -2.7707 -2.1049 0.4061
H -1.7603 -5.1265 1.2223
H -0.4924 -3.7908 0.8097
H -0.3845 -5.3064 0.0428
```

Results
- HOMO-LUMO gap (alpha / beta) (Eh) = 0.2213 / 0.3215
- strongest force on any atom (eV/Å) = 5.46
- lowest unoccupied orbital energy (alpha / beta) (Eh) = -0.011 / -0.035
- electronic energy (eV) = -147684.213
- multiplicity = 7



Entry 2:
Molecular formula: C18H34O2
Method: DFT, ωB97M-V/def2-TZVPD

```
54
C18H34O2 | the OMol25 dataset | ωB97M-V/def2-TZVPD
C -4.1355 -1.1609 -0.3527
C -4.4360 0.2915 -0.7063
C -3.2245 1.2055 -0.5192
C -2.8387 1.3914 0.9460
C -1.6910 2.3825 1.1474
C -0.3772 1.9450 0.4818
C -0.0379 2.7628 -0.7625
C 1.2519 2.2725 -1.4238
C 2.4455 2.4808 -0.5439
C 3.4906 1.6807 -0.3953
C 3.7300 0.3672 -1.0714
C 4.2336 -0.6982 -0.0926
C 3.2755 -0.9553 1.0709
C 1.8959 -1.4251 0.6157
C 1.0458 -1.9131 1.7863
C -0.4201 -2.1352 1.4146
C -0.6084 -3.1484 0.2842
C -0.3776 -2.5395 -1.0741
O -0.6743 -1.4228 -1.4063
O 0.1766 -3.4131 -1.9264
H -3.2505 -1.4951 -0.8891
H -4.9717 -1.8012 -0.6262
H -3.9568 -1.2743 0.7137
H -5.2680 0.6535 -0.0967
H -4.7482 0.3395 -1.7525
H -2.3841 0.7805 -1.0691
H -3.4521 2.1848 -0.9484
H -2.5502 0.4298 1.3738
H -3.7113 1.7498 1.5000
H -1.9899 3.3577 0.7559
H -1.5345 2.5017 2.2222
H 0.4494 2.0366 1.1900
H -0.4455 0.8945 0.1969
H 0.0725 3.8154 -0.4881
H -0.8565 2.6886 -1.4804
H 1.1367 1.2210 -1.6896
H 1.4062 2.8311 -2.3537
H 2.4312 3.4173 0.0014
H 4.2908 1.9868 0.2685
H 2.8264 0.0171 -1.5683
H 4.4924 0.5090 -1.8454
H 5.1979 -0.3814 0.3129
H 4.3954 -1.6314 -0.6384
H 3.1640 -0.0396 1.6552
H 3.7166 -1.7150 1.7221
H 1.3811 -0.5990 0.1267
H 2.0170 -2.2324 -0.1108
H 1.0855 -1.1693 2.5855
H 1.4670 -2.8423 2.1795
H -0.8627 -1.1887 1.1007
H -0.9581 -2.4839 2.2981
H -1.6431 -3.5034 0.2834
H 0.0457 -4.0123 0.4022
H 0.2833 -3.0135 -2.8042
```

Results
- SMILES = CCCCCCCC/C=C\CCCCCCCC(=O)O
- HOMO-LUMO gap (Eh) = 0.3569
- strongest force on any atom (eV/Å) = 0.64
- lowest unoccupied orbital energy (Eh) = 0.026
- energy relative to the best compared isomer or geometry (same formula, charge and spin) (kcal/mol) = 2.28
- electronic energy (eV) = -23313.561



Entry 3:
Molecular formula: C18H35BrO8S2Si
Method: DFT, ωB97M-V/def2-TZVPD

```
65
C18H35BrO8S2Si | the OMol25 dataset | ωB97M-V/def2-TZVPD
C -1.2494 0.7302 2.4657
C 0.0609 0.1636 2.4588
C 1.6226 -0.3661 2.1968
Si 2.0590 -0.4500 0.3215
Br 4.3109 -0.2422 -0.0113
C 1.5093 -2.0997 -0.5486
C -0.0471 -2.4852 -0.0734
C -1.1552 -1.6055 -0.8996
C -2.6666 -1.6096 -0.2687
C -2.8392 -2.4374 1.1345
C -4.3268 -2.2350 1.8551
C -4.6841 -0.6701 2.1971
C -6.2864 -0.3443 1.9897
C -6.4875 0.5022 0.5661
C -6.7883 -0.4855 -0.7218
C -5.8433 -0.1192 -2.0517
H -2.2754 1.3099 2.2819
H 1.8316 -1.3515 2.7972
H 2.3354 0.4652 2.6696
H 1.4166 0.6907 -0.3764
H 1.4370 -1.8542 -1.7044
H 2.2529 -2.9816 -0.3256
H -0.0538 -2.3206 1.0941
H -0.2330 -3.6243 -0.3781
H -1.2280 -2.0706 -1.9965
H -0.8438 -0.4737 -1.0490
H -3.3731 -2.1409 -1.0707
H -3.0334 -0.4890 -0.2292
H -2.0479 -2.1645 1.9681
H -2.7788 -3.5976 0.8634
H -4.2342 -2.7906 2.9076
H -5.1907 -2.8160 1.2838
H -4.4418 -0.4678 3.3396
H -4.0820 0.1234 1.5826
H -6.6543 0.3321 2.8995
H -6.8902 -1.3698 1.9907
H -7.4387 1.1712 0.7052
H -5.5559 1.2252 0.3874
H -7.9092 -0.3741 -1.0441
H -6.5818 -1.6032 -0.4119
H -5.4396 -1.1765 -2.4245
H -4.9606 0.6064 -1.7400
H -6.5147 0.3012 -2.9208
O 10.4323 -1.8350 -2.6252
S 10.1582 -1.8498 -1.2054
O 10.9295 -2.6262 -0.2628
O 8.5794 -2.1983 -0.9960
C 7.9492 -1.1378 -0.2793
C 8.7451 0.1177 -0.6255
O 10.1052 -0.3061 -0.6812
H 8.0145 -1.3635 0.7900
H 6.8984 -1.0535 -0.5690
H 8.6179 0.9094 0.1167
H 8.4694 0.4988 -1.6145
O 1.8264 3.2947 0.8090
S 1.3290 3.3821 -0.5461
O 0.7029 2.2733 -1.2278
O 2.5243 3.9637 -1.4899
C 2.0899 5.1678 -2.1196
C 1.0664 5.7799 -1.1670
O 0.3369 4.6733 -0.6417
H 1.6289 4.9044 -3.0770
H 2.9390 5.8334 -2.2965
H 0.3955 6.4801 -1.6703
H 1.5600 6.2865 -0.3308
```

Results
- SMILES = C#CC[Si@@H](Br)CCCCCCCCCCC.O=S1(=O)OCCO1.O=S1(=O)OCCO1
- HOMO-LUMO gap (Eh) = 0.3480
- strongest force on any atom (eV/Å) = 9.97
- lowest unoccupied orbital energy (Eh) = 0.008
- electronic energy (eV) = -135193.801



Entry 4:
Molecular formula: C18H35Cl22N2Si
Method: DFT, ωB97M-V/def2-TZVPD

```
78
C18H35Cl22N2Si | the OMol25 dataset | ωB97M-V/def2-TZVPD
C -5.2540 1.3343 -2.7511
Si -3.9075 2.4202 -3.4602
C -2.9010 1.3862 -4.6152
C -4.7277 3.9039 -4.2283
N -2.8867 2.9016 -1.9657
C -2.4222 4.1361 -1.8393
C -1.6839 4.4789 -0.7046
C -1.4907 3.4762 0.2196
C -1.9952 2.1946 -0.0236
N -2.6870 1.9129 -1.1051
H -5.6483 1.7524 -1.8255
H -4.8960 0.3259 -2.5717
H -6.0879 1.3195 -3.4497
H -2.0083 1.8901 -4.9683
H -3.5587 1.1398 -5.4507
H -2.6595 0.4512 -4.1208
H -5.5524 3.6008 -4.8639
H -5.0479 4.6475 -3.5011
H -4.0166 4.4105 -4.8863
H -2.6195 4.8593 -2.6141
H -1.3137 5.4807 -0.5669
H -0.9343 3.6537 1.1273
H -1.8176 1.4094 0.6934
C 0.3536 -0.8926 -4.2674
Cl 2.0663 -0.5486 -4.4894
Cl -0.4260 0.3118 -3.2150
H -0.1392 -0.8750 -5.2335
H 0.2393 -1.8611 -3.7991
C -2.8749 -2.5469 -1.6407
Cl -1.6051 -2.9885 -2.7918
Cl -3.9712 -3.8862 -1.3061
H -2.3994 -2.2347 -0.7203
H -3.4452 -1.7275 -2.0635
C 5.4593 1.8273 -4.0247
Cl 5.3522 0.0770 -4.2555
Cl 4.1549 2.4354 -2.9919
H 6.4061 2.0549 -3.5554
H 5.3904 2.3102 -4.9918
C -1.6996 -2.3675 2.7411
Cl -3.3785 -2.6163 3.2195
Cl -1.5451 -1.0687 1.5328
H -1.1193 -2.0930 3.6135
H -1.3184 -3.2835 2.3086
C 1.4327 -4.8691 4.3528
Cl -0.2520 -5.1368 4.8231
Cl 1.5730 -3.5741 3.1566
H 1.9979 -4.5815 5.2320
H 1.8251 -5.7848 3.9278
C 2.5908 0.0979 4.7925
Cl 1.5268 -0.4355 3.4803
Cl 2.9461 -1.2300 5.9052
H 3.5259 0.4518 4.3680
H 2.0961 0.8910 5.3414
C 7.6657 5.2262 -2.4369
Cl 6.6165 4.7667 -3.7839
Cl 8.0550 3.8385 -1.4129
H 8.5861 5.6317 -2.8384
H 7.1520 5.9677 -1.8378
C 4.8261 -2.5322 8.7133
Cl 5.8263 -3.5282 9.7712
Cl 3.4597 -3.4383 8.0451
H 4.4352 -1.6996 9.2853
H 5.4348 -2.1767 7.8901
C -6.6196 -1.6608 5.3503
Cl -8.0635 -2.6769 5.3081
Cl -5.8222 -1.7054 6.9267
H -5.9245 -2.0181 4.6002
H -6.9103 -0.6386 5.1406
C -2.2735 -5.2838 -6.0102
Cl -0.7549 -4.3837 -6.1320
Cl -3.6598 -4.2147 -5.7626
H -2.4211 -5.8316 -6.9326
H -2.2045 -5.9626 -5.1689
C 6.9019 0.7499 3.7905
Cl 6.7097 -1.0020 3.7128
Cl 5.6425 1.4984 4.7887
H 7.8659 0.9791 4.2277
H 6.8302 1.1541 2.7883
```

Results
- net charge = +1
- HOMO-LUMO gap (Eh) = 0.2838
- strongest force on any atom (eV/Å) = 2.13
- lowest unoccupied orbital energy (Eh) = -0.163
- energy relative to the best compared isomer or geometry (same formula, charge and spin) (kcal/mol) = 0.00
- electronic energy (eV) = -305579.356